{
  "formula": "C46H53N8S3ScSi",
  "method": "wB97M-V/def2-TZVPD",
  "elements": ["Sc", "N", "C", "S", "N", "N", "C", "C", "C", "C", "C", "C", "C", "C", "C", "C", "C", "C", "N", "H", "H", "H", "H", "H", "H", "H", "H", "H", "H", "H", "S", "C", "C", "C", "C", "C", "C", "C", "C", "C", "N", "H", "H", "H", "H", "H", "H", "C", "Si", "C", "N", "C", "C", "C", "C", "C", "C", "C", "C", "C", "C", "C", "C", "C", "C", "C", "C", "C", "H", "H", "H", "H", "H", "H", "H", "H", "H", "H", "H", "H", "H", "H", "H", "H", "H", "H", "H", "H", "H", "H", "H", "H", "C", "N", "C", "C", "S", "N", "C", "C", "H", "H", "H", "H", "H", "H", "H", "H", "H", "H", "H", "H"],
  "xyz": [[12.242, 13.077, 15.646], [10.601, 9.600, 13.058], [10.996, 10.772, 13.615], [10.878, 10.952, 15.324], [11.477, 11.611, 12.676], [11.890, 12.834, 13.198], [12.061, 13.779, 12.318], [11.806, 13.689, 10.887], [10.903, 14.577, 10.297], [10.696, 14.522, 8.916], [11.396, 13.588, 8.140], [12.280, 12.710, 8.737], [12.484, 12.799, 10.113], [12.631, 15.032, 12.935], [13.158, 16.048, 12.165], [13.648, 17.151, 12.802], [13.565, 17.233, 14.185], [13.081, 16.150, 14.849], [12.659, 15.045, 14.260], [9.937, 9.085, 13.602], [10.402, 9.710, 12.078], [10.384, 15.316, 10.872], [9.970, 15.221, 8.478], [11.221, 13.619, 7.075], [12.906, 11.942, 8.177], [13.203, 12.118, 10.477], [13.186, 16.012, 11.079], [14.047, 17.900, 12.119], [13.889, 18.106, 14.721], [13.067, 16.012, 15.936], [8.503, 15.231, 17.504], [8.460, 15.595, 15.814], [9.530, 15.068, 15.138], [10.417, 14.311, 15.971], [9.947, 14.331, 17.273], [10.539, 13.463, 18.283], [10.018, 13.207, 19.525], [10.603, 12.344, 20.417], [11.739, 11.679, 20.058], [12.167, 11.916, 18.754], [11.612, 12.744, 17.853], [7.667, 16.182, 15.441], [9.677, 15.178, 14.092], [9.163, 13.829, 19.837], [10.241, 12.236, 21.431], [12.330, 11.030, 20.737], [13.127, 11.435, 18.472], [14.297, 13.847, 16.496], [15.688, 12.784, 16.967], [15.669, 11.312, 15.755], [14.314, 10.673, 15.512], [13.964, 9.786, 16.613], [13.957, 8.308, 16.224], [15.134, 7.974, 15.300], [15.102, 8.808, 14.016], [14.214, 10.010, 14.178], [15.591, 12.312, 18.792], [16.169, 11.142, 19.266], [16.154, 10.800, 20.591], [15.581, 11.650, 21.503], [14.992, 12.833, 21.070], [15.020, 13.204, 19.728], [17.402, 13.656, 16.641], [18.585, 13.082, 17.149], [19.825, 13.595, 16.823], [19.954, 14.679, 15.923], [18.812, 15.304, 15.496], [17.548, 14.817, 15.848], [14.659, 14.701, 15.948], [13.835, 14.310, 17.401], [16.473, 10.562, 15.871], [15.964, 11.794, 14.818], [12.973, 10.076, 16.958], [14.655, 10.032, 17.461], [13.063, 8.084, 15.645], [13.977, 7.742, 17.154], [15.194, 6.922, 15.132], [16.046, 8.276, 15.850], [14.690, 8.198, 13.247], [16.092, 9.119, 13.716], [13.181, 9.775, 14.033], [14.439, 10.824, 13.478], [16.620, 10.407, 18.570], [16.569, 9.836, 20.928], [15.616, 11.321, 22.532], [14.481, 13.517, 21.771], [14.475, 14.074, 19.488], [18.483, 12.215, 17.769], [20.708, 13.064, 17.157], [20.896, 14.987, 15.545], [18.915, 16.137, 14.835], [16.713, 15.355, 15.462], [12.737, 19.704, 17.396], [12.105, 18.715, 18.190], [10.891, 18.181, 17.573], [12.780, 17.967, 19.103], [12.413, 16.358, 19.449], [13.814, 18.594, 19.699], [14.935, 17.910, 20.352], [13.621, 19.880, 20.260], [12.768, 19.404, 16.342], [13.793, 19.845, 17.695], [12.205, 20.693, 17.433], [10.466, 18.966, 16.954], [10.192, 17.858, 18.342], [11.090, 17.297, 16.964], [15.179, 16.986, 19.921], [14.718, 17.777, 21.386], [15.780, 18.587, 20.203], [12.774, 20.373, 19.831], [14.506, 20.493, 20.143], [13.397, 19.806, 21.342]],
  "lowdin_charge": [0.78, 0.07, -0.86, 0.68, 0.01, 0.02, -0.17, -0.21, -0.03, -0.07, -0.09, -0.07, -0.04, -0.19, -0.01, -0.05, -0.04, -0.14, 0.05, 0.08, 0.10, 0.11, 0.11, 0.10, 0.13, 0.10, 0.13, 0.12, 0.10, 0.11, 1.01, -0.40, -0.20, -0.25, -0.55, -0.31, -0.04, -0.06, -0.05, -0.11, 0.03, 0.04, 0.08, 0.11, 0.11, 0.13, 0.10, -0.31, 0.61, -0.22, -0.20, -0.24, -0.16, -0.18, -0.17, -0.20, -0.25, -0.14, -0.11, -0.10, -0.09, -0.09, -0.20, -0.10, -0.09, -0.09, -0.11, -0.08, -0.05, -0.02, 0.08, 0.08, 0.05, 0.10, 0.11, 0.11, 0.09, 0.11, 0.10, 0.10, 0.06, 0.12, 0.11, 0.11, 0.10, 0.11, 0.05, 0.08, 0.10, 0.09, 0.09, 0.07, -0.09, -0.22, -0.08, -0.79, 0.68, -0.25, -0.06, -0.09, 0.07, 0.10, 0.11, 0.09, 0.07, 0.06, 0.05, 0.08, 0.09, 0.08, 0.09, 0.11],
  "relative_energy_kj_mol": 0.00,
  "homo_energy_ha": -0.27738
}